[1]
{"formula": "C4H7NO", "method": "the ωB97M-V functional and the def2-TZVPD basis", "smiles": "CN1C[C@H]1C=O", "lumo_energy_ev": 0.93, "charge": 0, "multiplicity": 1, "elements": ["C", "N", "C", "C", "C", "O", "H", "H", "H", "H", "H", "H", "H"], "xyz": [[-0.3441, -1.6582, -0.1739], [-0.0201, -0.3003, -0.5722], [1.2628, 0.3119, -0.3602], [0.1020, 0.6809, 0.4958], [-0.8749, 1.7644, 0.1930], [-1.8108, 2.0149, 0.9136], [0.4935, -2.1955, 0.2933], [-0.6858, -2.2168, -1.0499], [-1.1757, -1.6162, 0.5380], [2.0481, -0.2578, 0.1430], [1.6189, 0.9689, -1.1531], [0.1101, 0.3313, 1.5296], [-0.7591, 2.2293, -0.8082]], "forces_ev_per_a": [[-0.034, -0.233, 0.055], [-0.086, -0.070, -0.090], [0.205, 0.051, -0.074], [-0.151, 0.072, 0.203], [-0.199, 0.076, 0.201], [0.437, 0.095, -0.237], [-0.063, 0.126, -0.024], [0.167, 0.012, 0.117], [0.131, -0.096, -0.133], [-0.210, 0.043, -0.072], [-0.113, -0.098, 0.126], [-0.062, 0.009, -0.196], [-0.022, 0.014, 0.126]], "lowdin_charge": [-0.082, -0.132, -0.102, -0.255, -0.227, 0.051, 0.084, 0.078, 0.088, 0.112, 0.107, 0.148, 0.130]}

***

[2]
{"formula": "C4H7NO", "method": "the ωB97M-V functional and the def2-TZVPD basis", "smiles": "C[C@@H](O)C#CN", "lumo_energy_ev": 0.71, "charge": 0, "multiplicity": 1, "elements": ["C", "C", "O", "C", "C", "N", "H", "H", "H", "H", "H", "H", "H"], "xyz": [[-1.8267, 1.0657, -0.1010], [-0.9049, -0.0732, 0.2750], [-1.5205, -1.3031, 0.0415], [0.4824, 0.0569, 0.0111], [1.5737, -0.3609, -0.4389], [2.8641, -0.6335, -0.2315], [-1.3892, 2.0235, 0.1671], [-1.9938, 1.0409, -1.1773], [-2.7847, 0.9472, 0.4015], [-0.4088, 0.1487, 1.3719], [-0.8451, -1.9924, 0.0441], [3.4842, -0.5371, -1.0266], [3.2691, -0.3827, 0.6630]], "forces_ev_per_a": [[-0.016, -0.282, -0.032], [1.393, 1.264, 2.408], [0.019, -0.129, 0.256], [1.610, -1.119, -3.530], [-0.957, 1.075, 1.628], [0.670, -0.139, -0.513], [0.039, -0.011, 0.029], [-0.032, 0.033, -0.055], [-0.035, 0.028, 0.005], [-2.454, -0.662, -0.221], [-0.035, 0.141, -0.041], [-0.089, -0.070, 0.331], [-0.114, -0.130, -0.264]], "lowdin_charge": [-0.044, -0.512, 0.003, -0.052, -0.147, 0.034, 0.081, 0.085, 0.078, 0.187, 0.100, 0.088, 0.100]}

***

[3]
{"formula": "C4H7NO", "method": "the ωB97M-V functional and the def2-TZVPD basis", "smiles": "[H]/N=C/C/C=C/O", "lumo_energy_ev": 1.01, "charge": 0, "multiplicity": 1, "elements": ["H", "N", "C", "C", "C", "C", "O", "H", "H", "H", "H", "H", "H"], "xyz": [[-3.0273, 0.0726, 1.4383], [-2.0533, -0.2319, 1.4531], [-1.6654, -0.5558, 0.2888], [-0.2244, -0.9414, 0.0694], [0.6124, 0.3053, -0.0361], [1.6250, 0.4891, -0.8784], [2.4720, 1.5523, -0.8589], [-2.3077, -0.5076, -0.6016], [0.1017, -1.5109, 0.9483], [-0.1067, -1.5796, -0.8145], [0.3849, 1.0747, 0.7027], [1.8869, -0.2108, -1.6683], [2.3019, 2.0441, -0.0429]], "forces_ev_per_a": [[0.055, -0.067, 0.024], [-0.108, -0.077, -0.406], [0.032, 0.091, 0.175], [0.019, -0.108, 0.018], [0.214, 0.052, -0.054], [-0.257, -0.274, 0.048], [-0.015, 0.173, 0.158], [0.029, 0.019, 0.141], [-0.082, 0.038, -0.108], [-0.025, 0.145, 0.115], [0.124, -0.096, -0.020], [-0.065, 0.056, 0.130], [0.080, 0.048, -0.221]], "lowdin_charge": [0.045, 0.087, -0.263, -0.206, -0.119, -0.212, -0.001, 0.112, 0.113, 0.110, 0.110, 0.123, 0.101]}

***

[4]
{"formula": "C4H7NO", "method": "the ωB97M-V functional and the def2-TZVPD basis", "lumo_energy_ev": -0.31, "charge": 0, "multiplicity": 1, "elements": ["C", "N", "C", "C", "C", "O", "H", "H", "H", "H", "H", "H", "H"], "xyz": [[-1.6214, 0.3797, -0.0192], [-0.2174, 0.0363, -0.0205], [0.2549, -1.3208, 0.1266], [2.1319, 0.6948, 0.2582], [0.7587, 0.9547, -0.0273], [0.7067, 2.1877, -0.1453], [-2.1005, 0.0235, 0.9015], [-1.6995, 1.4685, -0.0645], [-2.1417, -0.0559, -0.8799], [0.1996, -1.8816, -0.8127], [-0.2826, -1.8536, 0.9159], [1.3063, -1.2579, 0.4452], [2.7052, 0.6244, -0.6778]], "forces_ev_per_a": [[-0.074, 0.045, -0.019], [0.241, 0.178, 0.043], [-0.012, -0.147, 0.029], [0.008, 0.310, -0.092], [-0.045, -0.117, 0.093], [0.024, -0.209, 0.009], [0.074, 0.057, -0.140], [-0.019, -0.152, -0.011], [0.099, 0.066, 0.111], [-0.045, 0.016, 0.148], [-0.057, 0.060, -0.111], [-0.115, -0.213, -0.055], [-0.077, 0.105, -0.005]], "lowdin_charge": [-0.027, -0.159, -0.040, 0.240, -0.659, 0.064, 0.093, 0.092, 0.091, 0.097, 0.097, 0.072, 0.037]}

***

[5]
{"formula": "C4H7NO", "method": "the ωB97M-V functional and the def2-TZVPD basis", "lumo_energy_ev": -0.23, "charge": 0, "multiplicity": 1, "elements": ["C", "N", "C", "C", "C", "O", "H", "H", "H", "H", "H", "H", "H"], "xyz": [[1.5870, 0.6045, 0.1273], [0.1971, -0.1257, -0.6796], [-0.1943, 1.1594, -0.5542], [-0.3648, -1.1817, -0.0933], [-1.6905, -1.1885, 0.4647], [-2.2145, -2.1489, 1.0084], [2.1061, 1.3957, -0.4115], [2.1743, -0.3135, 0.0734], [1.3856, 0.8563, 1.1693], [-1.0995, 1.4404, -0.0102], [0.2173, 1.8773, -1.2526], [0.1792, -2.1205, -0.1585], [-2.2830, -0.2549, 0.3168]], "forces_ev_per_a": [[0.445, 0.013, 0.187], [-0.218, 0.273, -0.011], [-0.146, -0.148, -0.165], [-0.033, -0.142, 0.032], [0.034, -0.029, 0.029], [0.097, 0.210, -0.128], [-0.112, -0.118, 0.051], [-0.162, 0.135, 0.020], [-0.030, -0.012, -0.146], [0.121, -0.034, -0.052], [0.021, -0.124, 0.125], [-0.082, 0.130, -0.016], [0.066, -0.154, 0.074]], "lowdin_charge": [0.032, -0.138, -0.042, -0.154, -0.320, -0.014, 0.073, 0.081, 0.084, 0.093, 0.089, 0.112, 0.104]}

***

[6]
{"formula": "C4H7NO", "method": "the ωB97M-V functional and the def2-TZVPD basis", "smiles": "C[C@H]1CC(=O)N1", "lumo_energy_ev": 0.98, "charge": 0, "multiplicity": 1, "elements": ["C", "C", "C", "C", "O", "N", "H", "H", "H", "H", "H", "H", "H"], "xyz": [[-1.4365, -0.3793, 0.3527], [-0.3143, -0.0190, -0.6430], [0.5707, 1.1975, -0.2509], [1.4764, 0.1283, 0.3730], [2.3156, 0.0881, 1.2335], [0.8743, -0.8571, -0.3960], [-2.3186, -0.8054, -0.1327], [-1.0727, -1.1315, 1.0653], [-1.7541, 0.4790, 0.9506], [-0.6304, -0.0323, -1.6918], [1.0666, 1.6502, -1.1163], [0.1644, 1.9791, 0.3920], [0.8165, -1.8338, -0.1328]], "forces_ev_per_a": [[-0.076, 0.072, 0.018], [-0.188, -0.051, -0.085], [-0.045, 0.134, 0.090], [0.403, -0.037, 0.191], [-0.226, 0.025, -0.407], [0.192, -0.207, 0.100], [0.124, 0.129, -0.039], [-0.062, 0.200, -0.160], [-0.041, -0.010, -0.175], [-0.080, -0.037, 0.270], [-0.151, -0.082, 0.150], [0.003, -0.224, 0.020], [0.146, 0.089, 0.027]], "lowdin_charge": [-0.045, -0.326, -0.031, -0.489, 0.085, 0.086, 0.071, 0.080, 0.074, 0.130, 0.116, 0.113, 0.137]}

***

[7]
{"formula": "C4H7NO", "method": "the ωB97M-V functional and the def2-TZVPD basis", "smiles": "CC(=O)[C@H]1CN1", "lumo_energy_ev": 0.94, "charge": 0, "multiplicity": 1, "elements": ["C", "C", "O", "C", "C", "N", "H", "H", "H", "H", "H", "H", "H"], "xyz": [[1.5463, -0.3876, 0.6061], [0.6793, 0.6989, -0.0915], [0.7547, 1.8885, 0.1325], [-0.3845, 0.0227, -0.8704], [-1.3618, -0.3369, 0.1500], [-1.6946, 0.5081, -1.1394], [1.9943, -0.9959, -0.1853], [1.1184, -1.1245, 1.3205], [2.2998, 0.1616, 1.1543], [-0.1089, -0.8029, -1.5104], [-1.4209, 0.2399, 1.0762], [-1.6758, -1.3735, 0.2179], [-1.7805, 1.4620, -0.7846]], "forces_ev_per_a": [[0.535, 0.490, -0.152], [0.169, -0.262, 0.791], [0.050, -0.823, -0.226], [0.810, -0.223, -0.007], [-1.734, 0.407, -0.710], [-0.302, -0.506, 1.633], [0.237, 0.116, 0.100], [-0.495, 0.832, -0.608], [0.461, -0.072, 0.009], [0.400, 0.014, -0.088], [0.245, -0.210, -0.336], [-0.428, 0.278, -0.228], [0.052, -0.042, -0.177]], "lowdin_charge": [-0.012, -0.421, 0.089, -0.358, -0.085, 0.080, 0.081, 0.094, 0.073, 0.146, 0.120, 0.103, 0.090]}

***

[8]
{"formula": "C4H7NO", "method": "the ωB97M-V functional and the def2-TZVPD basis", "smiles": "NC=C=O.C=C", "lumo_energy_ev": 0.60, "charge": 0, "multiplicity": 1, "elements": ["N", "C", "C", "O", "H", "H", "H", "C", "C", "H", "H", "H", "H"], "xyz": [[-1.3516, -1.6226, 0.4797], [-0.5742, -0.8329, 1.3631], [-0.3937, 0.4550, 1.3729], [-0.1413, 1.5861, 1.1583], [-2.2008, -2.0331, 0.9288], [-1.4460, -1.2095, -0.5639], [-0.4319, -1.3528, 2.3987], [1.0422, 1.5298, -1.1412], [1.2069, 0.1740, -1.1034], [0.1256, 1.8415, -1.6374], [1.6689, 2.3309, -0.7240], [2.0888, -0.4590, -0.8585], [0.4072, -0.4074, -1.6731]], "forces_ev_per_a": [[-0.616, 0.673, -2.940], [-0.488, -2.394, 3.026], [0.062, 2.430, -1.161], [-0.432, -1.140, 1.147], [0.903, 0.923, -1.058], [-0.095, -1.392, 3.667], [0.273, 1.060, -2.016], [0.335, -2.020, -0.131], [-0.381, 0.685, -1.876], [0.126, 0.289, 0.260], [-0.085, -0.765, -0.199], [-0.708, 0.992, 0.344], [1.104, 0.661, 0.937]], "lowdin_charge": [-0.032, -0.259, -0.217, 0.114, 0.084, 0.134, 0.146, -0.090, -0.108, 0.050, 0.061, 0.060, 0.056]}

***

[9]
{"formula": "C4H7NO", "method": "the ωB97M-V functional and the def2-TZVPD basis", "smiles": "C=C1C[C@@H]1ON", "lumo_energy_ev": 1.11, "charge": 0, "multiplicity": 1, "elements": ["C", "C", "C", "C", "O", "N", "H", "H", "H", "H", "H", "H", "H"], "xyz": [[-1.2475, -1.4693, 0.9502], [-0.7028, -0.8038, -0.0268], [-0.4094, -0.5073, -1.4275], [0.0068, 0.6893, -0.5728], [1.3443, 0.9595, -0.4804], [1.7809, 1.3264, 0.8468], [-1.2376, -1.1267, 1.9727], [-1.7309, -2.4206, 0.7684], [0.4262, -1.0383, -1.8750], [-1.2397, -0.3890, -2.1174], [-0.6767, 1.5181, -0.4523], [1.6623, 2.3380, 0.9317], [2.7809, 1.1381, 0.8315]], "forces_ev_per_a": [[-0.151, -0.349, 0.228], [1.801, 3.465, -1.375], [-0.005, 0.005, 0.040], [-1.682, -3.051, 1.597], [0.653, 0.059, -0.028], [-0.529, -0.189, 0.120], [0.084, 0.142, 0.103], [-0.057, -0.150, -0.055], [0.027, -0.001, 0.017], [0.009, 0.074, -0.062], [-0.058, 0.113, -0.132], [0.094, -0.150, -0.265], [-0.186, 0.032, -0.188]], "lowdin_charge": [0.017, -0.160, -0.105, -0.233, -0.171, 0.047, 0.053, 0.053, 0.114, 0.105, 0.122, 0.078, 0.080]}

***

[10]
{"formula": "C4H7NO", "method": "the ωB97M-V functional and the def2-TZVPD basis", "lumo_energy_ev": -0.78, "charge": 0, "multiplicity": 1, "elements": ["C", "C", "O", "C", "C", "N", "H", "H", "H", "H", "H", "H", "H"], "xyz": [[-0.1297, 0.5949, 2.2258], [0.1660, 0.0203, 0.8322], [1.0831, -0.7760, 0.6472], [-0.6292, 0.6359, -0.1816], [0.3637, -0.2818, -2.4475], [-0.2875, -1.2189, -1.8692], [-1.1893, 0.8242, 2.3979], [0.4555, 1.5078, 2.3847], [0.2018, -0.1703, 2.9357], [-1.6323, 0.2286, -0.3185], [1.3833, 0.0168, -2.1776], [-0.0841, 0.2283, -3.3050], [0.2989, -1.6100, -1.1241]], "forces_ev_per_a": [[-0.038, 0.002, -0.012], [0.328, -0.237, -0.364], [-0.183, 0.201, 0.285], [0.001, -0.150, -0.080], [-0.176, -0.050, 0.102], [0.285, 0.410, 0.111], [0.221, -0.024, -0.128], [-0.108, -0.204, -0.091], [-0.096, 0.152, -0.147], [-0.032, -0.009, 0.040], [-0.119, -0.123, 0.049], [-0.020, 0.019, 0.246], [-0.063, 0.013, -0.010]], "lowdin_charge": [-0.016, -0.604, -0.003, 0.227, -0.124, 0.031, 0.081, 0.089, 0.091, 0.042, 0.082, 0.071, 0.034]}

***

[11]
{"formula": "C4H7NO", "method": "the ωB97M-V functional and the def2-TZVPD basis", "smiles": "CC(=O)[C@H]1CN1", "lumo_energy_ev": 0.94, "charge": 0, "multiplicity": 1, "elements": ["C", "C", "O", "C", "C", "N", "H", "H", "H", "H", "H", "H", "H"], "xyz": [[1.8102, 0.1246, 0.0140], [0.5068, 0.2654, 0.7978], [0.3734, 0.9736, 1.7701], [-0.5913, -0.5591, 0.1812], [-1.9092, -0.0340, -0.2054], [-0.8314, -0.2047, -1.2154], [1.7381, 0.4024, -1.0484], [2.1080, -0.9317, 0.0057], [2.5774, 0.7358, 0.4816], [-0.5127, -1.6346, 0.3437], [-2.1972, 0.9890, 0.0126], [-2.7464, -0.7349, -0.2353], [-0.4095, 0.7216, -1.3404]], "forces_ev_per_a": [[0.194, 0.079, 0.206], [0.104, 0.154, -0.002], [0.111, -0.342, -0.521], [0.085, -0.110, 0.145], [-0.154, 0.163, 0.044], [-0.437, 0.072, -0.245], [-0.261, -0.001, 0.400], [-0.013, 0.164, 0.128], [0.087, -0.082, 0.045], [0.092, 0.158, 0.049], [0.160, -0.129, 0.267], [0.319, 0.183, -0.268], [-0.287, -0.309, -0.247]], "lowdin_charge": [-0.013, -0.412, 0.100, -0.285, -0.115, 0.024, 0.082, 0.092, 0.081, 0.145, 0.109, 0.103, 0.087]}

***

[12]
{"formula": "C4H7NO", "method": "the ωB97M-V functional and the def2-TZVPD basis", "smiles": "C=NC/C=C/O", "lumo_energy_ev": 0.98, "charge": 0, "multiplicity": 1, "elements": ["C", "N", "C", "C", "C", "O", "H", "H", "H", "H", "H", "H", "H"], "xyz": [[0.5015, 2.1413, 0.1750], [0.6466, 1.2226, -0.6812], [1.1441, -0.0557, -0.1976], [0.0472, -1.0911, -0.1572], [-1.2378, -0.7874, 0.0154], [-2.2739, -1.6612, 0.0934], [0.7406, 2.0214, 1.2424], [0.1128, 3.1094, -0.1454], [1.6137, 0.0398, 0.7989], [1.9273, -0.3880, -0.8890], [0.3497, -2.1334, -0.2610], [-1.5890, 0.2354, 0.1090], [-1.9292, -2.5596, 0.0031]], "forces_ev_per_a": [[0.013, -0.098, -0.185], [-0.034, 0.280, 0.355], [0.091, -0.093, 0.024], [-0.230, 0.008, 0.040], [0.330, 0.212, -0.033], [0.053, -0.281, -0.037], [0.022, -0.032, -0.142], [0.056, -0.122, 0.033], [-0.077, 0.015, -0.151], [-0.140, 0.037, 0.080], [-0.053, 0.124, 0.048], [0.072, -0.133, -0.049], [-0.105, 0.084, 0.018]], "lowdin_charge": [-0.067, -0.039, -0.269, -0.096, -0.213, 0.005, 0.079, 0.068, 0.105, 0.109, 0.103, 0.114, 0.100]}

***

Copy entry 1 word for word.
{"formula": "C4H7NO", "method": "the ωB97M-V functional and the def2-TZVPD basis", "smiles": "CN1C[C@H]1C=O", "lumo_energy_ev": 0.93, "charge": 0, "multiplicity": 1, "elements": ["C", "N", "C", "C", "C", "O", "H", "H", "H", "H", "H", "H", "H"], "xyz": [[-0.3441, -1.6582, -0.1739], [-0.0201, -0.3003, -0.5722], [1.2628, 0.3119, -0.3602], [0.1020, 0.6809, 0.4958], [-0.8749, 1.7644, 0.1930], [-1.8108, 2.0149, 0.9136], [0.4935, -2.1955, 0.2933], [-0.6858, -2.2168, -1.0499], [-1.1757, -1.6162, 0.5380], [2.0481, -0.2578, 0.1430], [1.6189, 0.9689, -1.1531], [0.1101, 0.3313, 1.5296], [-0.7591, 2.2293, -0.8082]], "forces_ev_per_a": [[-0.034, -0.233, 0.055], [-0.086, -0.070, -0.090], [0.205, 0.051, -0.074], [-0.151, 0.072, 0.203], [-0.199, 0.076, 0.201], [0.437, 0.095, -0.237], [-0.063, 0.126, -0.024], [0.167, 0.012, 0.117], [0.131, -0.096, -0.133], [-0.210, 0.043, -0.072], [-0.113, -0.098, 0.126], [-0.062, 0.009, -0.196], [-0.022, 0.014, 0.126]], "lowdin_charge": [-0.082, -0.132, -0.102, -0.255, -0.227, 0.051, 0.084, 0.078, 0.088, 0.112, 0.107, 0.148, 0.130]}